Entry 1:
The following is a DFT calculation (ωB97M-V with the def2-TZVPD basis set) of a cluster of 10 separate species, ClH18O9 in total.

Atoms and positions in Å:
Cl1 14.772 22.005 -8.909
O1 16.646 19.743 -5.538
H1 16.871 20.150 -4.701
H2 15.891 20.240 -5.852
O2 10.863 20.452 -8.660
H3 11.751 20.717 -8.901
H4 10.969 19.582 -8.274
O3 18.056 22.684 -11.603
H5 17.770 22.541 -10.701
H6 17.336 22.353 -12.139
O4 11.495 24.682 -8.325
H7 11.093 24.078 -7.701
H8 12.239 24.198 -8.682
O5 14.021 21.875 -13.268
H9 13.127 22.211 -13.332
H10 14.171 21.767 -12.329
O6 15.998 26.421 -7.333
H11 16.822 26.233 -7.782
H12 15.391 25.754 -7.654
O7 16.895 19.080 -10.834
H13 17.782 19.398 -10.663
H14 16.325 19.708 -10.390
O8 12.556 21.133 -5.006
H15 12.925 21.332 -5.867
H16 12.132 21.947 -4.733
O9 18.329 22.885 -6.803
H17 18.414 22.250 -6.092
H18 17.406 22.843 -7.054

Highest occupied orbital energy in eV: -5.871
E_tot in Ha: -1148.2481
Relative energy (zero: lowest compared OMol25 entry of this formula, charge and spin) in kcal/mol: 30.7
Total charge: -1



Entry 2:
The following is a DFT calculation (ωB97M-V with the def2-TZVPD basis set) of a structure of composition C47H45I2N3O6PPb.

Atoms and positions in Å:
Pb1 -0.306 2.614 0.477
C1 1.420 6.292 2.520
C2 1.367 5.179 3.465
N1 2.095 5.237 4.590
C3 1.880 4.320 5.486
C4 1.108 3.157 5.391
C5 1.017 2.231 6.572
O1 1.129 0.803 6.289
C6 0.470 2.950 4.157
C7 -0.163 1.731 3.851
N2 -0.574 1.313 2.664
C8 -0.830 -0.033 2.522
C9 -0.104 -1.015 3.243
C10 -0.354 -2.363 3.166
C11 -1.232 -2.786 2.181
C12 -1.990 -1.918 1.415
C13 -1.848 -0.511 1.584
I1 -3.163 0.761 0.432
C14 0.383 4.094 3.204
O2 -0.528 4.271 2.334
H1 1.159 6.007 1.519
H2 2.367 6.848 2.631
H3 0.602 7.014 2.820
H4 2.380 4.567 6.413
H5 0.027 2.328 6.993
H6 1.824 2.488 7.321
H7 2.062 0.515 6.343
H8 -0.449 1.038 4.628
H9 0.608 -0.547 3.947
H10 0.072 -3.069 3.871
H11 -1.336 -3.854 1.995
H12 -2.693 -2.324 0.685
C15 -1.642 -6.080 -3.665
C16 -1.635 -6.151 -2.167
C17 -2.459 -7.179 -1.647
C18 -2.459 -7.537 -0.309
C19 -1.727 -6.733 0.580
C20 -0.812 -5.805 0.136
C21 -0.792 -5.471 -1.252
P1 0.333 -4.066 -1.677
C22 1.591 -4.900 -2.661
C23 1.494 -5.040 -4.044
C24 2.446 -5.704 -4.795
C25 3.468 -6.385 -4.150
C26 3.585 -6.300 -2.786
C27 2.694 -5.490 -1.979
C28 2.980 -5.417 -0.478
C29 -0.445 -2.871 -2.709
C30 -1.867 -2.763 -2.750
C31 -2.490 -1.840 -3.570
C32 -1.745 -1.051 -4.470
C33 -0.369 -1.149 -4.425
C34 0.370 -1.947 -3.513
C35 1.754 -1.815 -3.404
H13 -2.571 -6.589 -3.921
H14 -0.842 -6.655 -4.105
H15 -1.683 -5.083 -4.190
H16 -3.182 -7.584 -2.357
H17 -2.972 -8.467 -0.059
H18 -1.846 -6.967 1.664
H19 -0.163 -5.239 0.749
H20 0.670 -4.537 -4.493
H21 2.318 -5.760 -5.891
H22 4.233 -6.974 -4.682
H23 4.428 -6.911 -2.341
H24 2.633 -4.449 -0.146
H25 4.080 -5.369 -0.315
H26 2.539 -6.192 0.111
H27 -2.444 -3.400 -2.136
H28 -3.565 -1.607 -3.468
H29 -2.241 -0.326 -5.179
H30 0.228 -0.507 -5.035
H31 2.292 -0.912 -3.810
H32 2.407 -2.550 -3.013
I2 8.801 1.397 0.457
C36 6.806 1.916 0.214
C37 6.218 3.220 0.487
C38 4.882 3.441 0.513
C39 4.031 2.308 0.304
C40 4.504 1.073 -0.093
C41 5.915 0.845 -0.111
C42 2.565 2.582 0.422
O3 2.084 3.722 0.675
O4 1.766 1.607 0.172
H33 6.916 4.040 0.677
H34 4.500 4.466 0.589
H35 3.811 0.345 -0.416
H36 6.240 -0.129 -0.440
O5 -2.193 6.656 -0.922
C43 -2.899 5.517 -0.972
O6 -2.337 4.428 -0.934
C44 -4.397 5.793 -1.028
N3 -4.628 7.187 -1.380
C45 -5.858 7.734 -0.776
C46 -6.252 6.690 0.341
C47 -5.217 5.529 0.241
H37 -4.772 5.111 -1.861
H38 -4.685 7.399 -2.374
H39 -2.861 7.433 -1.022
H40 -6.579 7.851 -1.609
H41 -5.645 8.728 -0.392
H42 -7.223 6.291 0.206
H43 -6.221 7.131 1.386
H44 -5.710 4.559 0.145
H45 -4.554 5.564 1.141

Highest occupied orbital energy (alpha / beta) in eV: -8.562 / -8.561
E_tot in Ha: -3562.9625
Relative energy (zero: lowest compared OMol25 entry of this formula, charge and spin) in kcal/mol: 20.0
Total charge: +1



Entry 3:
The following is a DFT calculation (ωB97M-V with the def2-TZVPD basis set) of the molecule C5H14NO3P.

Atoms and positions in Å:
C1 -0.448 -0.913 2.410
O1 -0.724 -1.469 1.142
C2 0.370 -1.537 0.250
C3 -0.052 -1.153 -1.180
O2 0.347 0.127 -1.628
C4 -0.066 1.260 -0.848
C5 1.142 2.183 -0.613
N1 1.596 2.151 0.785
P1 -1.863 -1.378 -1.443
O3 -2.759 -0.264 -1.060
H1 0.413 -1.413 2.875
H2 -1.333 -1.089 3.024
H3 -0.238 0.159 2.352
H4 0.752 -2.567 0.242
H5 1.182 -0.869 0.563
H6 0.433 -1.849 -1.877
H7 -0.875 1.766 -1.379
H8 -0.468 0.925 0.110
H9 0.902 3.198 -0.957
H10 1.959 1.815 -1.237
H11 2.586 2.355 0.836
H12 1.143 2.887 1.314
H13 -1.891 -1.688 -2.818
H14 -2.108 -2.636 -0.863

Highest occupied orbital energy in eV: -9.222
E_tot in Ha: -820.6901
Relative energy (zero: lowest compared OMol25 entry of this formula, charge and spin) in kcal/mol: 69.5
SMILES: COC[C@H](OCCN)[PH2]=O



Entry 4:
The following is a DFT calculation (ωB97M-V with the def2-TZVPD basis set) of a structure of composition C10H19HgNSi.

Atoms and positions in Å:
C1 -0.960 1.037 -3.308
C2 0.401 0.640 -3.427
C3 1.151 1.346 -2.455
C4 0.261 2.183 -1.713
C5 -1.058 1.988 -2.251
Hg1 0.428 -1.556 -0.476
N1 -0.358 0.099 0.451
C6 0.366 -3.569 -1.431
C7 1.335 -2.741 -2.078
H1 2.230 1.259 -2.299
H2 0.797 -0.070 -4.151
H3 0.530 2.829 -0.894
H4 -1.965 2.473 -1.901
H5 -1.780 0.665 -3.919
H6 1.113 -2.421 -3.112
H7 -0.598 -3.734 -1.949
H8 -1.367 0.179 0.206
H9 2.395 -2.800 -1.761
H10 0.651 -4.168 -0.552
C8 -0.608 -1.405 2.932
Si1 -0.334 0.267 2.178
C9 -1.178 2.011 2.053
C10 0.915 0.815 3.439
H11 -1.126 -2.171 2.314
H12 -1.182 -1.308 3.851
H13 0.379 -1.832 3.104
H14 -1.609 2.392 2.989
H15 -0.322 2.663 1.804
H16 -1.899 2.106 1.220
H17 0.310 1.141 4.296
H18 1.580 0.015 3.770
H19 1.501 1.668 3.073

Highest occupied orbital energy (alpha / beta) in eV: 2.270 / 2.824
E_tot in Ha: -889.8593
Relative energy (zero: lowest compared OMol25 entry of this formula, charge and spin) in kcal/mol: 70.7
Total charge: -2



Entry 5:
The following is a DFT calculation (ωB97M-V with the def2-TZVPD basis set) of the molecule C4H9NO.

Atoms and positions in Å:
C1 -1.885 0.018 0.374
N1 -0.447 0.079 0.464
C2 0.336 -1.045 -0.064
C3 1.453 -0.029 -0.387
O1 2.392 0.176 0.635
C4 0.286 0.983 -0.436
H1 -2.260 -0.775 1.031
H2 -2.320 0.965 0.711
H3 -2.237 -0.185 -0.655
H4 -0.095 -1.443 -1.003
H5 0.536 -1.871 0.630
H6 2.026 -0.181 -1.303
H7 1.902 0.281 1.463
H8 0.442 2.009 -0.079
H9 -0.155 0.997 -1.451

Highest occupied orbital energy in eV: -9.013
E_tot in Ha: -287.7544
Relative energy (zero: lowest compared OMol25 entry of this formula, charge and spin) in kcal/mol: 49.0
SMILES: CN1CC(O)C1



Entry 6:
The following is a DFT calculation (ωB97M-V with the def2-TZVPD basis set) of a structure of composition C22H17Cl5LaN2OS2.

Atoms and positions in Å:
La1 0.259 -0.194 -1.041
S1 2.019 -4.678 -2.163
C1 0.951 -4.187 -3.405
C2 0.394 -2.965 -3.173
C3 0.827 -2.353 -1.966
C4 1.722 -3.163 -1.308
C5 2.383 -2.878 -0.060
C6 3.192 -3.836 0.569
C7 3.765 -3.559 1.788
C8 3.558 -2.304 2.350
C9 2.780 -1.397 1.651
N1 2.187 -1.660 0.492
H1 0.796 -4.836 -4.247
H2 -0.312 -2.517 -3.859
H3 3.344 -4.789 0.087
H4 4.363 -4.302 2.295
H5 4.004 -2.037 3.296
H6 2.632 -0.397 2.046
Cl1 -2.408 1.424 -1.852
C10 -1.546 1.295 -3.344
C11 -0.264 0.785 -3.195
C12 0.472 0.613 -4.362
Cl2 2.033 -0.083 -4.133
C13 -0.020 0.945 -5.620
Cl3 0.913 0.718 -7.042
C14 -1.310 1.473 -5.712
Cl4 -1.950 1.893 -7.251
C15 -2.090 1.656 -4.568
Cl5 -3.682 2.289 -4.695
O1 -0.376 0.331 1.352
C16 -0.035 1.173 2.187
C17 0.178 0.862 3.639
C18 -1.029 1.483 4.382
C19 -2.383 1.210 3.702
C20 -2.941 2.328 2.803
C21 -2.440 2.402 1.343
N2 -0.067 2.525 1.878
H7 1.106 1.284 4.029
H8 0.200 -0.220 3.775
H9 -0.889 2.563 4.476
H10 -1.046 1.068 5.392
H11 -3.125 1.061 4.490
H12 -2.328 0.277 3.137
H13 -2.787 3.297 3.286
H14 -4.020 2.167 2.742
H15 -3.167 2.963 0.755
H16 -2.384 1.389 0.936
H17 0.631 3.144 2.273
S2 -0.982 4.616 0.602
C22 -1.132 3.119 1.242

Highest occupied orbital energy (alpha / beta) in eV: -4.171 / -7.945
E_tot in Ha: -4162.1503
Relative energy (zero: lowest compared OMol25 entry of this formula, charge and spin) in kcal/mol: 21.2
2S+1: 2



Entry 7:
The following is a DFT calculation (ωB97M-V with the def2-TZVPD basis set) of a structure of composition C4H6O2.

Atoms and positions in Å:
C1 -0.542 0.344 1.397
C2 -0.147 1.016 0.123
C3 -0.151 0.060 -1.078
C4 0.799 -0.968 -0.897
H1 0.769 -0.001 2.047
H2 -1.270 -0.749 1.015
H3 -1.216 1.299 1.999
H4 -0.580 0.456 -2.086
H5 1.276 -1.405 -1.831
H6 1.508 -1.033 0.002
O1 0.189 2.211 0.066
O2 -0.637 -1.228 -0.755

Highest occupied orbital energy in eV: -9.675
E_tot in Ha: -306.3080
Relative energy (zero: lowest compared OMol25 entry of this formula, charge and spin) in kcal/mol: 124.4



Entry 8:
The following is a DFT calculation (ωB97M-V with the def2-TZVPD basis set) of a cluster of 3 separate species, C24H36FNO10S in total.

Atoms and positions in Å:
C1 4.058 -1.000 1.091
C2 4.204 0.511 0.985
F1 4.651 0.814 -0.313
C3 2.884 1.283 1.280
C4 2.471 2.242 0.141
C5 1.876 1.515 -1.088
C6 1.046 0.252 -0.844
C7 -0.150 0.404 0.098
N1 -1.321 0.875 -0.629
C8 -2.381 1.433 0.224
C9 -2.568 0.701 1.529
C10 -2.333 1.333 2.739
C11 -2.473 0.666 3.948
C12 -2.865 -0.661 3.951
C13 -3.126 -1.310 2.758
C14 -2.974 -0.632 1.559
O1 -3.258 -1.232 0.354
C15 1.571 3.413 0.569
C16 2.176 4.273 1.690
O2 3.350 3.653 2.272
S1 3.036 2.201 2.817
O3 1.744 2.208 3.441
O4 4.188 1.781 3.550
H1 5.025 -1.466 1.284
H2 3.679 -1.410 0.153
H3 3.392 -1.273 1.911
H4 4.985 0.833 1.669
H5 2.107 0.561 1.529
H6 3.403 2.708 -0.185
H7 1.287 2.243 -1.654
H8 2.706 1.233 -1.740
H9 1.685 -0.562 -0.495
H10 0.665 -0.081 -1.815
H11 0.114 1.072 0.929
H12 -0.377 -0.570 0.542
H13 -1.042 1.588 -1.291
H14 -2.162 2.481 0.473
H15 -3.325 1.418 -0.325
H16 -2.005 2.368 2.738
H17 -2.261 1.184 4.875
H18 -2.982 -1.200 4.882
H19 -3.463 -2.341 2.754
H20 -2.954 -2.145 0.367
H21 0.570 3.090 0.857
H22 1.457 4.031 -0.325
H23 1.454 4.443 2.487
H24 2.496 5.247 1.325
C17 -8.204 -2.819 -1.217
C18 -7.766 -2.328 0.137
C19 -6.283 -2.073 0.305
O5 -6.099 -2.308 1.708
C20 -7.059 -3.169 2.119
O6 -7.079 -3.704 3.178
O7 -7.987 -3.333 1.147
H25 -9.247 -3.132 -1.189
H26 -8.100 -2.024 -1.954
H27 -7.604 -3.673 -1.532
H28 -8.337 -1.442 0.431
H29 -5.966 -1.067 0.051
H30 -5.677 -2.795 -0.247
C21 5.757 -0.230 -2.979
C22 5.540 -1.301 -4.013
C23 5.387 -0.835 -5.445
O8 4.552 -1.854 -6.009
C24 3.815 -2.392 -5.006
O9 2.903 -3.134 -5.158
O10 4.270 -1.955 -3.807
H31 5.677 -0.647 -1.978
H32 6.746 0.213 -3.091
H33 5.006 0.555 -3.071
H34 6.316 -2.070 -3.946
H35 6.321 -0.775 -5.996
H36 4.858 0.120 -5.506

Highest occupied orbital energy in eV: -8.703
E_tot in Ha: -2241.3378
SMILES: C[C@@H](F)[C@@H]1[C@@H](CCCNCc2ccccc2O)CCOS1(=O)=O.C[C@@H]1COC(=O)O1.C[C@@H]1COC(=O)O1



What did the fourth record say?
The following is a DFT calculation (ωB97M-V with the def2-TZVPD basis set) of a structure of composition C10H19HgNSi.

Atoms and positions in Å:
C1 -0.960 1.037 -3.308
C2 0.401 0.640 -3.427
C3 1.151 1.346 -2.455
C4 0.261 2.183 -1.713
C5 -1.058 1.988 -2.251
Hg1 0.428 -1.556 -0.476
N1 -0.358 0.099 0.451
C6 0.366 -3.569 -1.431
C7 1.335 -2.741 -2.078
H1 2.230 1.259 -2.299
H2 0.797 -0.070 -4.151
H3 0.530 2.829 -0.894
H4 -1.965 2.473 -1.901
H5 -1.780 0.665 -3.919
H6 1.113 -2.421 -3.112
H7 -0.598 -3.734 -1.949
H8 -1.367 0.179 0.206
H9 2.395 -2.800 -1.761
H10 0.651 -4.168 -0.552
C8 -0.608 -1.405 2.932
Si1 -0.334 0.267 2.178
C9 -1.178 2.011 2.053
C10 0.915 0.815 3.439
H11 -1.126 -2.171 2.314
H12 -1.182 -1.308 3.851
H13 0.379 -1.832 3.104
H14 -1.609 2.392 2.989
H15 -0.322 2.663 1.804
H16 -1.899 2.106 1.220
H17 0.310 1.141 4.296
H18 1.580 0.015 3.770
H19 1.501 1.668 3.073

Highest occupied orbital energy (alpha / beta) in eV: 2.270 / 2.824
E_tot in Ha: -889.8593
Relative energy (zero: lowest compared OMol25 entry of this formula, charge and spin) in kcal/mol: 70.7
Total charge: -2



What is the E_tot in the fifth record?
-287.7544 Ha